Entry from the Open Molecules 2025 dataset: C42H49CdFN3O3PS3 as an isolated structure at a distorted geometry (ωB97M-V with the def2-TZVPD basis set).

Summary:
- Max |F|: 1.04 eV/A
- Orbital gap: 3.19 eV
- Spin multiplicity: 1
- ΔE to the lowest compared entry with this formula, charge and spin: 103.7 kcal per mole
- LUMO: -1.93 eV
- Total charge: 0

Geometry as XYZ:
```
103
Properties=species:S:1:pos:R:3:forces:R:3
Cd 0.249505 -0.047195 0.094142 0.10 -0.51 0.22
S 3.199923 -4.685737 -1.577008 0.11 -0.32 0.19
S 2.717102 -2.482810 -2.418982 -0.20 0.11 -0.44
S 3.663076 -2.467290 0.522713 0.02 0.18 0.03
P -2.844611 -0.215642 -1.116194 -0.63 -0.08 -0.37
F 3.285196 4.832983 2.747884 -0.02 0.00 0.04
O 2.566911 -0.647685 -2.149714 -0.19 0.35 0.37
O 1.673049 1.906787 -0.856433 0.85 0.11 -0.58
O 3.545529 -0.067327 -4.085937 -0.02 0.28 -0.14
N 5.873502 5.802661 1.910442 -0.08 0.00 0.04
N 5.447170 2.943906 -1.961484 -0.02 -0.24 0.02
N 5.012944 8.283227 3.050550 -0.07 -0.01 0.00
C 1.191376 2.006224 3.648325 -0.06 -0.05 -0.07
C -2.233340 -1.201725 -2.539534 -0.04 0.10 0.09
C 3.183415 0.170695 -2.951676 0.19 -0.76 0.10
C -3.387139 -1.399232 2.578998 0.08 0.04 -0.07
C 5.628016 4.335415 0.016232 -0.03 0.32 0.44
C 6.543230 3.605709 -2.652251 0.02 0.26 -0.13
C -2.049157 -2.562974 -2.307531 0.05 0.07 0.04
C -1.582650 -2.917473 -4.632834 0.01 -0.08 -0.06
C 0.090488 -0.230118 3.523847 -0.05 0.00 0.06
C -3.180163 3.850815 -1.584599 0.01 0.00 0.08
C 3.162202 3.431410 0.869519 0.04 -0.16 -0.11
C 3.680254 2.945718 -0.328051 0.60 0.72 0.44
C -1.762938 -1.563639 -4.872780 -0.07 0.07 -0.07
C 5.099688 4.830951 1.211541 0.38 -0.12 -0.61
C -0.967648 -1.067042 3.164453 -0.06 0.08 0.09
C 6.094324 7.060688 1.234105 -0.18 0.02 0.13
C -1.290519 3.195320 2.596695 0.01 -0.10 0.00
C 5.772654 5.948306 3.343361 -0.10 0.12 0.01
C -1.283910 1.898601 -2.118782 -0.10 0.12 -0.01
C 3.856587 4.357368 1.602088 -0.22 -0.17 0.09
C 1.347967 -0.828692 4.104624 -0.04 0.03 -0.17
C -0.777732 -2.564263 3.165593 -0.02 0.10 0.06
C -2.186135 -0.507591 2.774546 0.08 0.03 0.06
C 6.063555 4.842706 -3.410638 0.03 -0.14 0.10
C -1.930230 4.216005 -2.061491 0.01 0.06 -0.05
C 2.868989 2.035401 -1.128515 -0.72 -0.27 -0.34
C 3.597761 1.425000 -2.239312 -0.22 0.07 0.16
C 4.794875 1.922494 -2.607342 0.02 0.24 0.28
C -2.535597 1.518402 -1.626334 0.20 -0.13 0.03
C 4.936695 3.416060 -0.768046 -0.26 -0.12 -0.13
C -3.477480 2.512533 -1.367978 -0.04 0.04 -0.02
C -0.987515 3.236275 -2.336569 0.03 -0.02 0.01
C -3.592937 1.426655 2.044359 0.10 -0.03 0.07
C 4.989243 8.066514 1.568050 0.23 -0.22 -0.47
C -2.292074 0.873177 2.575775 0.01 -0.05 0.02
C -1.736760 -3.420076 -3.350316 0.08 0.01 0.02
C 4.752365 7.004576 3.791115 0.08 -0.55 0.20
C -2.103691 -0.708958 -3.834965 0.02 -0.10 0.01
C 3.266681 -3.122202 -0.921244 -0.11 0.02 -0.05
C -4.642424 -0.342606 -1.622291 0.15 0.08 0.14
C -0.013224 1.150145 3.333860 -0.06 -0.06 0.11
C -1.199688 1.705626 2.842368 -0.02 -0.01 0.07
H -3.921118 4.609968 -1.364409 -0.02 -0.01 -0.03
H -0.008142 3.507653 -2.710186 0.00 -0.01 -0.01
H -1.657209 -1.172702 -5.877578 0.03 -0.01 0.01
H -4.792437 0.041246 -2.632086 -0.06 0.01 0.01
H -3.448566 2.371597 1.530907 -0.05 0.02 -0.05
H 2.195186 3.068924 1.195871 -0.02 0.04 -0.03
H 5.290322 4.562731 -4.125705 0.00 0.03 -0.02
H 1.125602 -1.745417 4.647165 0.04 -0.01 -0.01
H 5.639389 5.575655 -2.722182 0.00 0.04 -0.02
H 2.061829 -1.074221 3.310653 0.05 -0.02 0.04
H -3.325200 -2.279477 3.216081 -0.02 -0.01 -0.02
H 6.111221 6.897504 0.160034 0.04 0.08 -0.01
H 4.331740 8.990261 3.323341 0.04 0.05 0.03
H -4.911296 -1.398885 -1.602356 -0.01 -0.01 0.02
H 1.830828 -0.143624 4.800001 0.03 -0.01 -0.01
H -1.588819 -4.473008 -3.155141 0.01 -0.04 0.00
H -0.755474 3.760485 3.358870 0.01 0.02 -0.01
H 1.118766 2.997415 3.207740 0.00 0.00 0.03
H 5.943829 8.621073 3.305516 -0.06 0.14 0.05
H -1.426614 -3.035090 2.430467 -0.02 -0.03 0.02
H 6.890465 5.301634 -3.952733 -0.01 0.03 0.01
H -4.457302 2.249070 -0.990308 0.01 -0.01 0.02
H -4.022534 0.731155 1.325868 -0.08 0.01 -0.01
H 3.742045 6.680172 3.560192 0.00 0.18 -0.07
H 5.135210 9.019560 1.062106 -0.01 0.07 0.13
H -5.290394 0.187520 -0.922398 -0.01 -0.03 -0.01
H -2.318395 3.546698 2.609473 0.01 0.03 -0.01
H 6.969350 2.890294 -3.353509 0.02 -0.06 0.08
H 4.020037 7.648704 1.295893 -0.06 0.08 0.13
H -1.698546 5.260941 -2.230270 0.01 0.00 0.00
H 1.315203 2.124846 4.729437 0.06 0.05 -0.01
H 7.065693 7.477099 1.533922 0.00 -0.01 -0.05
H -2.281167 0.340411 -4.035937 0.05 0.00 -0.01
H -1.323329 -3.582459 -5.447048 0.02 0.01 0.01
H 5.320710 1.484717 -3.446078 -0.09 0.05 -0.09
H -0.862255 3.438186 1.618009 -0.02 0.10 0.01
H -4.309937 -0.877606 2.827941 -0.01 -0.02 -0.01
H 2.096383 1.535902 3.258692 0.03 0.03 0.04
H 6.760061 6.231100 3.733210 -0.01 -0.04 0.00
H -0.992512 -3.001603 4.146172 0.02 -0.07 -0.03
H 7.328145 3.874841 -1.946217 0.04 -0.13 0.00
H -4.321543 1.575688 2.847974 -0.04 0.03 -0.04
H 4.834926 7.192802 4.860717 0.02 0.14 -0.03
H -0.538906 1.146485 -2.342652 0.04 0.01 0.02
H -3.458619 -1.733858 1.539612 -0.05 -0.02 -0.01
H -2.157334 -2.951475 -1.299971 0.07 0.02 0.00
H 0.244470 -2.818690 2.891404 0.01 -0.03 0.02
H 5.497279 4.995993 3.789714 0.05 0.03 0.06
H 6.615405 4.677315 -0.257908 0.02 -0.02 -0.06
```
Positions in Å, forces in eV/Å.